Entry 1:
Molecular formula: C22H23N3O6S2
Method: DFT, wB97M-V/def2-TZVPD

Last column: Löwdin charge in e.
Positions of all 56 atoms, in Å:
S1 -4.183 -0.141 -1.940  1.05
H1 7.545 1.815 -0.360  0.13
O1 5.853 0.785 -0.933  -0.01
O2 -4.734 -3.592 -1.235  0.05
H2 -0.391 -4.388 -0.611  0.11
N1 -4.211 1.273 0.366  0.12
C1 5.035 1.195 0.036  -0.45
H3 -3.468 5.039 2.940  0.10
H4 -1.446 -0.869 -1.052  0.11
C2 2.027 -0.373 1.637  -0.04
C3 6.937 1.660 -1.258  -0.22
C4 -2.368 -3.828 0.082  -0.10
C5 -3.443 4.501 2.004  -0.09
S2 0.563 -2.675 1.220  0.68
N2 -3.189 -2.631 0.085  -0.05
C6 2.773 -1.828 -0.137  -0.04
H5 2.637 -2.749 -0.682  0.12
H6 3.189 1.420 1.904  0.12
H7 -2.126 -4.099 1.114  0.14
H8 -3.153 -0.636 0.770  0.09
H9 1.331 -0.189 2.441  0.12
C7 3.942 0.219 0.311  -0.11
H10 8.577 1.672 -2.634  0.08
H11 7.122 0.877 -3.251  0.08
H12 -4.273 2.693 2.840  0.11
C8 -2.898 4.514 -0.361  0.00
H13 -2.524 5.006 -1.244  0.12
C9 -5.047 -1.279 -0.792  -0.31
H14 4.501 -1.168 -1.223  0.12
H15 -2.254 -1.817 1.742  0.12
C10 1.899 -1.528 0.891  -0.26
H16 -6.018 -1.490 -1.241  0.09
C11 -3.895 3.196 1.966  -0.01
H17 -0.651 -0.444 0.485  0.12
H18 -5.167 -0.750 0.150  0.08
C12 -3.948 1.218 -0.901  -0.67
H19 -2.934 -4.630 -0.394  0.13
C13 -1.074 -3.542 -0.686  -0.16
C14 -3.845 2.549 0.740  -0.21
C15 -2.956 5.146 0.869  -0.09
C16 -2.521 -1.520 0.722  -0.12
O3 1.057 -4.016 1.128  -0.27
C17 3.054 0.507 1.345  0.01
C18 -3.349 3.211 -0.400  -0.19
O4 -3.421 2.335 -1.447  0.08
O5 5.166 2.240 0.625  0.12
H20 8.132 0.061 -2.054  0.08
H21 6.528 2.630 -1.561  0.13
C19 7.745 1.025 -2.374  -0.06
C20 -1.221 -1.214 -0.037  -0.16
O6 -0.105 -2.273 2.428  -0.28
C21 3.803 -0.953 -0.430  0.01
H22 -2.617 6.167 0.950  0.10
N3 -0.383 -2.389 -0.142  -0.23
C22 -4.305 -2.603 -0.672  -0.52
H23 -1.298 -3.339 -1.737  0.14

Summary:
* HOMO level: -0.318 hartree
* Kohn-Sham gap: 0.31275 hartree
* 2S+1: 1
* net charge: 0
* ΔE to the lowest compared entry with this formula, charge and spin: 0.0 kcal per mole

=====

Entry 2:
Molecular formula: C5H10O
Method: DFT, wB97M-V/def2-TZVPD

Last column: Löwdin charge in e.
Positions of all 16 atoms, in Å:
H1 1.757 0.962 -1.853  0.07
O1 0.660 1.397 0.532  0.04
H2 0.634 -0.215 2.497  0.07
H3 -1.055 -0.456 -1.655  0.11
H4 -0.586 -1.470 2.804  0.07
H5 1.078 1.846 -0.216  0.09
C1 -0.219 0.479 0.027  -0.40
C2 -1.000 -0.245 1.063  -0.20
H6 0.242 1.050 -2.831  0.08
C3 0.874 0.414 -2.217  -0.10
H7 -1.657 0.432 1.612  0.11
C4 -0.029 -0.945 2.024  -0.09
H8 0.600 -1.676 1.501  0.08
H9 -1.612 -0.994 0.547  0.11
C5 -0.218 0.110 -1.243  -0.15
H10 1.271 -0.562 -2.548  0.09

Summary:
* HOMO level: -0.304 hartree
* Kohn-Sham gap: 0.33701 hartree
* 2S+1: 1
* net charge: 0
* ΔE to the lowest compared entry with this formula, charge and spin: 27.2 kcal per mole

=====

Entry 3:
Molecular formula: C4H7NO
Method: DFT, wB97M-V/def2-TZVPD

Last column: Löwdin charge in e.
Positions of all 13 atoms, in Å:
C1 0.807 -0.241 -1.213  0.02
H1 -0.507 1.495 -1.201  0.09
H2 -1.446 -0.900 1.384  0.08
H3 -0.049 -0.359 -1.986  0.11
C2 -0.644 -1.230 0.716  -0.03
H4 -1.068 -1.905 -0.032  0.09
O1 0.521 2.207 0.619  0.06
C3 -0.005 -0.053 0.022  -0.59
H5 0.898 0.696 1.903  0.13
H6 1.575 0.537 -1.334  0.08
N1 -0.694 0.505 -1.100  0.05
H7 0.098 -1.787 1.297  0.09
C4 0.516 1.037 0.925  -0.19

Summary:
* HOMO level: -0.352 hartree
* Kohn-Sham gap: 0.38004 hartree
* 2S+1: 1
* net charge: 0
* ΔE to the lowest compared entry with this formula, charge and spin: 101.0 kcal per mole

=====

Entry 4:
Molecular formula: C2H8N2O
Method: DFT, wB97M-V/def2-TZVPD

Last column: Mulliken spin population.
Positions of all 13 atoms, in Å:
N1 1.262 0.230 -2.640  0.44
H1 0.658 -0.047 -3.423  -0.01
H2 -1.282 0.305 2.227  0.00
H3 -0.203 0.459 0.301  0.01
H4 1.911 0.928 -3.006  -0.01
H5 -0.097 -1.031 2.151  0.00
H6 -0.825 -0.624 3.686  0.00
H7 -1.808 -1.389 2.450  0.00
C1 0.489 0.762 -1.564  -0.09
O1 0.171 1.937 -1.797  0.67
N2 0.161 0.032 -0.551  -0.01
C2 -1.015 -0.678 2.620  0.00
H8 0.578 -0.884 -0.456  0.00

Summary:
* HOMO level (spin up / spin down): -0.618 / -0.618 hartree
* Kohn-Sham gap (spin up / spin down): 0.46477 / 0.28490 hartree
* 2S+1: 2
* net charge: +1
* ΔE to the lowest compared entry with this formula, charge and spin: 29.2 kcal per mole

=====

Entry 5:
Molecular formula: C5H9N3O
Method: DFT, wB97M-V/def2-TZVPD

Last column: Löwdin charge in e.
Positions of all 18 atoms, in Å:
H1 -3.295 1.388 0.336  0.09
H2 3.294 -0.581 0.866  0.07
N1 1.855 0.171 -0.241  -0.11
H3 -3.781 -0.377 0.514  0.09
C1 -1.821 -0.064 -0.570  -0.20
H4 3.697 0.734 -0.112  0.09
H5 -2.498 0.283 1.521  0.04
O1 0.855 -1.690 -1.164  0.07
H6 -1.754 -1.123 -0.656  0.10
C2 -0.508 0.446 -0.290  -0.18
N2 0.004 1.414 0.321  0.07
H7 3.268 -0.833 -0.851  0.07
C3 -2.883 0.334 0.530  -0.09
H8 -2.241 0.312 -1.524  0.13
C4 0.809 -0.618 -0.634  -0.35
H9 1.812 2.050 0.285  0.11
C5 3.191 -0.203 -0.064  0.00
N3 1.315 1.250 0.549  0.00

Summary:
* HOMO level: -0.325 hartree
* Kohn-Sham gap: 0.35775 hartree
* 2S+1: 1
* net charge: 0
* ΔE to the lowest compared entry with this formula, charge and spin: 75.9 kcal per mole

=====

Entry 6:
Molecular formula: C4H7NO
Method: DFT, wB97M-V/def2-TZVPD

Last column: Löwdin charge in e.
Positions of all 13 atoms, in Å:
C1 1.844 -0.165 0.137  0.02
H1 -2.234 -0.951 0.593  0.12
H2 -1.697 -0.856 -1.114  0.12
C2 -1.008 0.805 0.174  -0.20
H3 0.039 0.870 -1.060  0.14
H4 2.510 0.611 0.504  0.08
O1 -0.204 -1.301 0.257  -0.04
H5 -1.693 1.644 0.075  0.12
H6 0.982 0.474 -0.949  0.13
N1 -0.013 0.827 1.068  0.08
H7 2.294 -1.015 -0.367  0.08
C3 0.607 -0.314 0.763  -0.49
C4 -1.428 -0.629 -0.081  -0.16

Summary:
* HOMO level: -0.331 hartree
* Kohn-Sham gap: 0.36643 hartree
* 2S+1: 1
* net charge: 0
* ΔE to the lowest compared entry with this formula, charge and spin: 113.0 kcal per mole

=====

no.,electronic energy (Eh)
1,-2264.258643
2,-271.709325
3,-286.470745
4,-265.424969
5,-435.336731
6,-286.451540